No. 1
The following is a DFT calculation (ωB97M-V/def2-TZVPD) of a 12-piece molecular cluster, C25H74O12 overall.

The geometry in XYZ format:
```
111
Properties=species:S:1:pos:R:3:lowdin_charge:R:1
C -11.03155 1.63892 7.83769 -0.061
C -12.38851 1.61716 8.50408 -0.469
C -12.32856 1.36049 10.02422 -0.057
O -13.01856 2.89127 8.34089 -0.076
H -10.44839 2.47238 8.22815 0.055
H -11.07881 1.80323 6.75718 0.083
H -10.55675 0.65474 7.91334 0.082
H -13.04058 0.86301 8.05316 0.133
H -11.45193 0.73885 10.27386 0.063
H -13.22243 0.91646 10.44702 0.074
H -11.99230 2.27466 10.52318 0.065
H -12.35208 3.57710 8.52629 0.043
C -10.13609 1.27701 16.16505 -0.039
C -10.50910 0.39971 14.98162 -0.464
C -11.02072 1.04889 13.70263 -0.039
O -9.49919 -0.58187 14.67612 -0.070
H -9.59926 0.72810 16.93623 0.083
H -11.02755 1.76101 16.56173 0.082
H -9.44681 2.05463 15.81556 0.062
H -11.38279 -0.19970 15.28786 0.133
H -11.80893 1.77404 13.90334 0.085
H -11.35479 0.30972 12.97874 0.077
H -10.18827 1.58869 13.23323 0.065
H -9.70766 -1.35063 15.21482 0.103
C -7.74210 6.47604 12.20901 -0.059
C -6.41750 7.24788 12.27888 -0.468
C -5.86710 7.56778 10.88430 -0.043
O -6.71466 8.51861 12.88256 -0.055
H -8.55073 7.02349 11.72224 0.073
H -8.14622 6.26687 13.20380 0.062
H -7.55466 5.53745 11.67534 0.065
H -5.67001 6.62743 12.78538 0.130
H -5.14246 8.37411 10.93619 0.081
H -6.72982 7.80822 10.26156 0.073
H -5.38732 6.66171 10.50922 0.072
H -7.04978 8.33713 13.76890 0.086
C -6.46951 3.38186 14.28311 -0.058
C -5.60991 3.35156 15.53801 -0.466
C -6.40499 2.67337 16.64529 -0.064
O -4.40104 2.62078 15.31022 -0.049
H -6.06504 3.89025 13.40586 0.072
H -7.42636 3.85872 14.52482 0.062
H -6.75264 2.39035 13.91339 0.066
H -5.33094 4.36381 15.82964 0.137
H -5.88916 2.68322 17.60536 0.083
H -6.74906 1.67257 16.37280 0.073
H -7.33768 3.22260 16.82185 0.075
H -4.57285 1.70564 15.55533 0.080
C -11.39756 5.78585 10.85769 -0.052
C -11.48832 6.16177 9.37969 -0.459
C -10.60917 7.36558 9.02771 -0.049
O -11.06596 5.07967 8.55493 -0.081
H -12.03227 4.91591 11.03493 0.076
H -11.64304 6.62170 11.51117 0.082
H -10.36903 5.48262 11.07750 0.060
H -12.53434 6.29918 9.10172 0.142
H -9.54394 7.13299 9.13329 0.066
H -10.82122 8.27303 9.59473 0.080
H -10.69300 7.59171 7.96124 0.076
H -10.15828 4.82643 8.80211 0.055
C -5.25862 -1.75170 8.07135 -0.048
C -6.08916 -3.01870 7.99103 -0.497
C -5.27403 -4.19608 7.46487 -0.065
O -6.59539 -3.32817 9.29161 -0.061
H -4.87245 -1.53565 7.07637 0.080
H -4.45118 -1.93064 8.78468 0.087
H -5.78303 -0.87693 8.45587 0.058
H -6.97206 -2.92971 7.34552 0.133
H -4.38866 -4.35618 8.09016 0.084
H -4.95662 -4.16219 6.42510 0.079
H -5.85638 -5.10652 7.64284 0.074
H -6.91233 -4.23464 9.30212 0.078
C -8.46848 2.52483 11.07219 -0.044
C -7.62629 3.06506 9.92986 -0.467
C -7.02511 1.93503 9.08233 -0.034
O -8.48598 3.84683 9.10494 -0.091
H -8.87382 3.34150 11.67242 0.064
H -7.91159 1.79913 11.66356 0.063
H -9.33557 2.01114 10.64589 0.072
H -6.78951 3.64716 10.33521 0.129
H -7.77782 1.42991 8.47214 0.082
H -6.59313 1.17406 9.73476 0.071
H -6.30212 2.35848 8.38240 0.063
H -7.97291 4.16841 8.33551 0.051
C -7.44440 -3.02589 13.58679 -0.055
C -6.50577 -1.79220 13.76471 -0.478
C -6.70388 -0.84862 12.57103 -0.057
O -6.77494 -1.18248 15.00255 -0.072
H -8.41200 -2.73331 13.17696 0.064
H -7.64783 -3.52422 14.53506 0.071
H -6.94810 -3.71712 12.90135 0.071
H -5.46589 -2.12105 13.77102 0.132
H -6.18071 0.06734 12.88270 0.071
H -7.75935 -0.57127 12.52791 0.066
H -6.29245 -1.13384 11.60757 0.071
H -7.63134 -0.71500 14.97011 0.048
C -10.49795 4.90156 14.52956 -0.159
O -9.99498 6.04782 15.21231 -0.120
H -11.02750 4.27670 15.25691 0.070
H -11.23403 5.16995 13.76808 0.069
H -9.71238 4.29969 14.07997 0.053
H -10.76127 6.59705 15.40060 0.077
O -7.27081 5.33973 7.11067 -0.033
H -7.26058 5.04361 6.19171 0.081
H -7.49610 6.27862 7.06645 0.080
O -4.55314 5.11897 8.01646 -0.076
H -5.49727 5.29177 8.12398 -0.013
H -4.50702 4.20150 7.71223 -0.007
O -4.47943 2.71756 6.13692 -0.045
H -4.79101 2.71141 5.22542 0.047
H -3.77046 2.06401 6.15901 0.051
```

Properties
- SMILES string: CC(C)O.CC(C)O.CC(C)O.CC(C)O.CC(C)O.CC(C)O.CC(C)O.CC(C)O.CO.O.O.O
- Relative energy (zero: lowest compared OMol25 entry of this formula, charge and spin): 0.0 kcal/mol
- Spin multiplicity: 1
- HOMO level: -9.441 eV
- E_LUMO: 0.0 eV
- Total charge: 0



No. 2
The following is a DFT calculation (ωB97M-V/def2-TZVPD) of C25H78F3KN6O15S as an isolated structure.

The geometry in XYZ format:
```
129
Properties=species:S:1:pos:R:3:lowdin_charge:R:1
K -0.69332 -0.70495 -0.23241 0.791
C -2.77634 -3.35388 3.66571 -0.666
F -1.94594 -2.81701 4.53523 0.136
F -3.36401 -4.35324 4.26900 0.165
F -3.75248 -2.42501 3.37447 0.089
S -1.81250 -3.87023 2.15791 0.509
O -2.90766 -4.07003 1.26772 -0.293
O -1.02556 -2.70263 1.77476 -0.380
O -1.10268 -5.04569 2.62842 -0.277
C -0.57106 5.32427 3.00841 -0.068
C -1.25934 4.33750 2.10869 -0.443
C -1.86230 5.10749 0.91757 -0.129
O -2.57282 4.13604 0.06114 -0.265
C -3.08086 4.61435 -1.18759 -0.080
N -0.23851 3.41264 1.63870 0.079
H -0.21814 4.84660 3.92873 0.084
H -1.29137 6.11856 3.19184 0.076
H 0.29642 5.83825 2.53284 0.097
H -2.13477 3.82794 2.55447 0.132
H -1.06844 5.52299 0.34445 0.106
H -2.67354 5.77903 1.27022 0.140
H -2.27602 4.96991 -1.87683 0.088
H -3.83572 5.41896 -1.02629 0.104
H -3.44753 3.71746 -1.64400 0.080
H -0.62663 2.61062 1.16322 0.041
H 0.28866 3.03814 2.38432 0.060
C 6.80533 -2.68145 1.80406 -0.039
C 6.60091 -1.64929 2.94309 -0.433
C 5.13876 -1.60635 3.22512 -0.268
O 4.36627 -1.20224 2.13743 -0.178
C 2.96682 -1.09012 2.49007 -0.075
N 7.17551 -1.83298 4.25875 0.033
H 6.29914 -3.59564 2.10146 0.067
H 7.82255 -2.63239 1.38050 0.089
H 6.12561 -2.34543 1.06483 0.043
H 6.97026 -0.73974 2.50970 0.133
H 4.90468 -1.03631 4.13655 0.130
H 4.78209 -2.60528 3.45509 0.117
H 2.85918 -0.48851 3.39553 0.089
H 2.51372 -2.06813 2.73336 0.084
H 2.39015 -0.64505 1.68959 0.064
H 8.15306 -2.08740 4.22771 0.070
H 6.74732 -2.64282 4.70762 0.077
C -1.75783 -2.23333 -6.21910 -0.059
C -0.80698 -2.11801 -5.04685 -0.416
C 0.15860 -0.96742 -5.24119 -0.211
O 1.06104 -1.25133 -6.30475 -0.176
C 2.13207 -0.35638 -6.36020 -0.116
N -1.47444 -1.93009 -3.74494 0.039
H -2.31534 -3.17752 -6.24761 0.083
H -1.16956 -2.12455 -7.12472 0.077
H -2.46727 -1.41900 -6.33271 0.078
H -0.24384 -3.05849 -5.05763 0.145
H 0.62291 -0.80347 -4.25789 0.118
H -0.36975 -0.01012 -5.50370 0.142
H 1.67401 0.62682 -6.61276 0.097
H 2.78636 -0.55352 -7.17886 0.077
H 2.69910 -0.28740 -5.45443 0.080
H -2.31932 -2.51106 -3.75260 0.099
H -0.88381 -2.28525 -2.97645 0.048
C 3.22324 -4.88490 1.76657 -0.030
C 2.62567 -4.23300 0.51879 -0.454
C 3.41519 -4.58213 -0.71670 -0.210
O 4.68742 -3.91894 -0.77675 -0.166
C 5.23767 -4.31909 -1.99047 -0.145
N 1.27425 -4.60271 0.25283 0.039
H 4.29232 -4.60828 1.62676 0.073
H 3.14928 -5.98304 1.69404 0.089
H 2.70475 -4.46463 2.65020 0.086
H 2.64989 -3.12585 0.62270 0.141
H 2.79272 -4.32002 -1.59142 0.112
H 3.55497 -5.67314 -0.75262 0.135
H 5.43763 -5.43317 -2.02415 0.107
H 6.13195 -3.70880 -2.20517 0.096
H 4.58056 -4.11830 -2.83843 0.079
H 1.22821 -5.59670 0.48007 0.106
H 0.61708 -4.19432 0.91830 0.057
C 0.67858 2.59478 -3.73397 -0.019
C 1.47056 3.23795 -2.56047 -0.374
C 0.96764 4.60456 -2.16447 -0.208
O 0.96336 5.60251 -3.18874 -0.193
C 0.77597 6.92008 -2.68381 -0.106
N 1.41248 2.33043 -1.38105 0.028
H 0.71236 3.32572 -4.55072 0.081
H -0.36621 2.52523 -3.42286 0.078
H 1.05499 1.69966 -4.19415 0.045
H 2.55632 3.19943 -2.75756 0.145
H 1.58235 4.99188 -1.31912 0.131
H -0.05447 4.47982 -1.75830 0.108
H 0.92154 7.55979 -3.58052 0.099
H 1.51835 7.14537 -1.90689 0.084
H -0.24037 7.04666 -2.26247 0.083
H 1.80494 2.80987 -0.58560 0.087
H 0.41164 2.23305 -1.19407 0.030
C -7.80911 0.75589 4.62534 -0.066
C -6.68095 1.67643 4.18790 -0.466
C -5.41723 0.93855 3.89470 -0.233
O -4.44455 1.86200 3.41128 -0.198
C -3.88784 1.43945 2.13631 -0.069
N -7.03133 2.41786 2.96827 0.051
H -8.19145 0.13272 3.79275 0.091
H -8.65655 1.34084 4.88585 0.056
H -7.54475 0.07858 5.43327 0.079
H -6.41988 2.29751 5.06288 0.139
H -5.57027 0.13971 3.17903 0.118
H -5.03417 0.50235 4.87220 0.146
H -4.68297 1.17618 1.40690 0.099
H -3.24774 0.57272 2.22981 0.071
H -3.35087 2.29990 1.73999 0.056
H -7.95864 2.85089 3.11505 0.084
H -6.33666 3.13589 2.88361 0.060
O -3.11141 -2.27899 -0.65751 -0.117
H -4.03056 -2.33240 -0.94983 0.048
H -2.98455 -3.03300 -0.03053 -0.013
O -2.58540 0.36373 -2.61231 -0.095
H -2.15645 -0.29260 -3.20363 0.010
H -3.25808 -0.21245 -2.18017 0.061
O -1.30522 1.83007 -0.80165 -0.158
H -1.85395 1.33805 -1.44863 -0.013
H -1.79332 2.63306 -0.62269 0.003
O -0.40962 -0.13245 2.66426 -0.111
H -0.77870 0.33081 3.44065 0.058
H -0.74256 -1.06646 2.66512 -0.001
O 0.52067 -2.96899 -1.73694 -0.121
H 1.36435 -2.51412 -1.90722 0.033
H 0.72407 -3.84562 -1.34837 0.015
O 2.14901 -0.21219 -1.21852 -0.101
H 1.97664 0.71025 -1.42811 -0.043
H 2.77236 -0.34276 -0.49356 0.029
```

Properties
- Spin multiplicity: 1
- HOMO level: -9.299 eV
- E_LUMO: 0.2 eV
- Total charge: 0



No. 3
The following is a DFT calculation (ωB97M-V/def2-TZVPD) of C26H16AsN2PtS3 as an isolated structure.

The geometry in XYZ format:
```
49
Properties=species:S:1:pos:R:3:lowdin_charge:R:1
Pt -2.60535 -0.25531 0.06807 0.234
S -3.10105 -2.32981 -0.96263 0.490
C -1.77155 -2.76941 -2.00903 -0.727
C -1.96205 -3.87801 -2.84113 -0.146
C -0.97445 -4.30191 -3.70533 -0.106
C 0.23685 -3.62941 -3.75653 -0.101
C 0.44045 -2.54001 -2.92863 -0.109
C -0.54165 -2.09161 -2.05533 -0.407
As -0.28435 -0.45831 -1.02343 1.212
C 0.17145 -1.15771 0.74237 -0.473
C -0.12085 -2.45101 1.15467 -0.119
C 0.21565 -2.86421 2.43297 -0.087
C 0.84905 -1.99481 3.30367 -0.099
C 1.11705 -0.69271 2.90917 -0.102
C 0.77525 -0.27611 1.63717 -0.174
C 1.60215 -0.12091 -1.58033 -0.392
C 1.84065 0.69389 -2.68173 -0.127
C 3.12535 0.86559 -3.17033 -0.099
C 4.19255 0.22809 -2.55863 -0.103
C 3.96665 -0.56561 -1.44583 -0.090
C 2.68175 -0.74161 -0.96373 -0.111
H -2.91195 -4.39021 -2.79963 0.087
H -1.14125 -5.16111 -4.34023 0.095
H 1.01605 -3.94181 -4.43683 0.094
H 1.38505 -2.01341 -2.96543 0.085
H -0.61925 -3.13401 0.47607 0.084
H -0.01375 -3.87231 2.74697 0.099
H 1.13485 -2.32781 4.29317 0.096
H 1.59095 -0.00291 3.59347 0.102
H 0.97095 0.74749 1.32387 0.112
H 0.99515 1.18029 -3.16333 0.099
H 3.29295 1.50169 -4.02943 0.097
H 5.19115 0.34179 -2.95723 0.095
H 4.80005 -1.05001 -0.95623 0.098
H 2.51695 -1.38401 -0.10643 0.101
S -2.40065 0.41169 2.41077 0.587
C -2.30185 2.12899 2.25137 -0.705
C -1.78565 2.85799 3.32097 -0.070
C -1.60605 4.23259 3.24877 -0.202
C -0.98175 4.92989 4.29817 -0.203
N -0.45705 5.50769 5.14257 0.156
C -2.01525 4.92199 2.07977 -0.204
C -2.58085 4.20579 1.03487 -0.074
C -2.70855 2.81949 1.08087 -0.718
S -3.35305 2.02749 -0.31183 0.553
C -1.81825 6.31009 1.97037 -0.204
N -1.65525 7.44439 1.87777 0.155
H -1.49355 2.31949 4.21027 0.111
H -2.90365 4.71989 0.14127 0.110
```

Properties
- Spin multiplicity: 1
- HOMO level (spin up / spin down): -4.474 / -4.475 eV
- E_LUMO (spin up / spin down): 1.2 / 1.2 eV
- Total charge: -1



No. 4
The following is a DFT calculation (ωB97M-V/def2-TZVPD) of C26H16BrN4O5RbS2 as an isolated structure.

The geometry in XYZ format:
```
55
Properties=species:S:1:pos:R:3:lowdin_charge:R:1
Rb 1.53799 -0.42044 -0.77573 0.889
O 2.58545 6.05988 -2.92598 0.031
C 2.32888 4.84923 -2.32415 -0.306
C 2.04935 4.75551 -0.97038 0.029
C 1.78024 3.50384 -0.43761 -0.177
N 1.82625 2.39356 -1.17729 0.085
C 2.12880 2.49712 -2.47673 -0.200
C 2.35782 3.71143 -3.10787 0.045
C 2.20709 1.17975 -3.25056 -0.752
O 1.49738 1.10510 -4.27007 -0.031
O 2.94862 0.30576 -2.73169 -0.246
C 1.43175 3.37296 1.06244 -0.645
O 1.62612 4.39701 1.74825 -0.054
O 0.99079 2.25550 1.41391 -0.049
H 2.52833 6.73421 -2.24385 0.089
H 2.03654 5.61415 -0.30836 0.111
H 2.54950 3.75539 -4.17094 0.123
Br -6.12177 1.64151 -0.30097 0.667
C -4.40361 1.05644 0.28338 -0.697
C -4.27851 0.43648 1.51156 -0.139
C -3.02280 0.01409 1.93090 -0.023
C -1.90301 0.20942 1.13095 -0.259
C -2.05667 0.82535 -0.10966 -0.003
C -3.30186 1.25498 -0.53374 -0.117
N -0.62983 -0.25473 1.51786 0.102
C -0.11625 0.22701 2.56192 -0.124
C 1.19347 -0.25809 3.07836 -0.254
C 1.52668 0.01824 4.39618 -0.024
C 2.68266 -0.53714 4.92044 -0.080
C 3.45537 -1.34896 4.10980 -0.068
C 3.05545 -1.53871 2.79137 -0.132
N 1.96296 -0.99196 2.27585 0.106
H -5.14816 0.27649 2.13434 0.092
H -2.90699 -0.49869 2.87788 0.112
H -1.19083 0.99560 -0.73364 0.103
H -3.40923 1.74101 -1.49361 0.103
H -0.60479 1.00501 3.15380 0.133
H 0.88844 0.66293 4.98702 0.110
H 2.97084 -0.34067 5.94629 0.097
H 4.35546 -1.82411 4.47759 0.095
H 3.63279 -2.16260 2.11813 0.095
S 1.98442 -4.77843 0.84520 0.354
C 0.64781 -4.51828 -0.17897 -1.202
N 0.22916 -3.41385 -0.74696 -0.026
C -0.89010 -3.61398 -1.53091 -0.336
C -1.55094 -2.61573 -2.24779 -0.026
C -2.67922 -2.92981 -2.98756 -0.109
C -3.16927 -4.23638 -3.02625 -0.132
C -2.52475 -5.24359 -2.31940 -0.124
C -1.39216 -4.92901 -1.57971 -0.514
S -0.37621 -5.92818 -0.59682 0.916
H -1.17879 -1.59939 -2.22537 0.096
H -3.18365 -2.14737 -3.54159 0.093
H -4.05415 -4.46535 -3.60787 0.083
H -2.90285 -6.25948 -2.34142 0.092
```

Properties
- Relative energy (zero: lowest compared OMol25 entry of this formula, charge and spin): 15.6 kcal/mol
- Spin multiplicity: 1
- HOMO level: -2.129 eV
- E_LUMO: 3.7 eV
- Total charge: -2